{
  "formula": "C57H68F6N5O2",
  "method": "ωB97M-V with the def2-TZVPD basis set",
  "symbols": ["C", "C", "C", "C", "C", "C", "C", "C", "C", "C", "C", "C", "C", "C", "N", "C", "C", "C", "C", "C", "C", "N", "O", "O", "C", "C", "N", "C", "C", "C", "C", "C", "C", "C", "C", "C", "C", "C", "C", "C", "C", "C", "C", "H", "H", "H", "H", "H", "H", "H", "H", "H", "H", "H", "H", "H", "H", "H", "H", "H", "H", "H", "H", "H", "H", "H", "H", "H", "H", "H", "H", "H", "H", "H", "H", "H", "H", "H", "H", "H", "H", "H", "H", "H", "H", "H", "H", "H", "H", "H", "H", "H", "C", "N", "C", "C", "F", "F", "F", "C", "C", "C", "C", "C", "C", "C", "C", "C", "N", "C", "C", "C", "F", "F", "F", "C", "C", "C", "C", "H", "H", "H", "H", "H", "H", "H", "H", "H", "H", "H", "H", "H", "H", "H", "H", "H", "H", "H"],
  "coordinates": [[1.4547, -1.9753, -4.9844], [1.9957, -2.5905, -3.6994], [1.0144, -3.6691, -3.2309], [3.3333, -3.2429, -4.0721], [2.2527, -1.5867, -2.5400], [2.7874, -2.1109, -1.3601], [2.9730, -1.3005, -0.2405], [2.8086, 0.0798, -0.3387], [2.5017, 0.6768, -1.5582], [2.8388, 2.1715, -1.8189], [1.6533, 3.0224, -2.2682], [3.9246, 2.2410, -2.8999], [3.3721, 2.8425, -0.5469], [1.9421, -0.2106, -2.5386], [0.7470, 0.1992, -3.2066], [-0.5197, -0.1811, -2.7790], [-0.7746, -1.0197, -1.6945], [-2.0062, -1.7683, -1.6900], [-2.5234, -2.2382, -2.9392], [-3.8635, -2.5028, -3.0951], [-4.6908, -2.3673, -1.9532], [-6.0110, -1.8754, -2.1854], [-6.6396, -1.3935, -1.2129], [-6.4436, -1.8673, -3.3651], [-4.1495, -2.2594, -0.6516], [-2.8034, -1.9855, -0.5212], [-1.4114, 0.5852, -3.5113], [-2.8202, 0.7540, -3.3071], [-3.3124, 1.1004, -2.0149], [-2.5946, 1.9841, -0.9065], [-3.3881, 1.9667, 0.4078], [-2.5153, 3.3987, -1.4972], [-1.1913, 1.6087, -0.4635], [-4.6847, 0.8864, -1.8090], [-5.5713, 0.9174, -2.8824], [-5.0548, 1.0007, -4.1618], [-3.7153, 0.6688, -4.4168], [-3.4906, 0.3007, -5.9350], [-4.6615, -0.5869, -6.4242], [-2.2373, -0.4814, -6.3113], [-3.5552, 1.6133, -6.7258], [-0.6934, 1.3046, -4.4600], [0.6161, 1.0610, -4.2832], [2.0970, -1.1633, -5.3463], [1.4386, -2.7594, -5.7592], [0.4241, -1.6218, -4.8747], [1.3943, -4.2135, -2.3587], [0.0559, -3.2147, -2.9484], [0.8271, -4.3908, -4.0390], [3.7836, -3.7731, -3.2273], [3.1935, -3.9585, -4.8942], [4.0336, -2.4679, -4.4098], [3.0197, -3.1737, -1.3060], [3.2916, -1.7384, 0.7049], [2.9517, 0.6865, 0.5588], [0.7498, 2.7909, -1.6969], [1.8797, 4.0823, -2.0830], [1.4549, 2.9399, -3.3407], [4.8196, 1.7016, -2.5676], [3.5777, 1.7900, -3.8391], [4.1914, 3.2898, -3.0905], [4.2326, 2.3049, -0.1322], [3.6973, 3.8691, -0.7751], [2.5832, 2.9181, 0.2128], [-0.0790, -1.0447, -0.8679], [-1.8367, -2.3624, -3.7817], [-4.3135, -2.7200, -4.0612], [-4.8301, -2.3307, 0.1929], [-2.3598, -1.8741, 0.4745], [-3.4928, 0.9339, 0.7690], [-2.8234, 2.5175, 1.1738], [-4.3762, 2.4311, 0.3231], [-1.8997, 3.3919, -2.4085], [-3.5156, 3.7657, -1.7657], [-2.0592, 4.0926, -0.7771], [-0.5149, 1.5168, -1.3099], [-0.7991, 2.4127, 0.1853], [-1.1824, 0.6790, 0.1191], [-5.0963, 0.8038, -0.8039], [-6.6482, 0.9487, -2.7188], [-5.7450, 1.2053, -4.9758], [-5.6222, -0.0601, -6.4265], [-4.4796, -0.9127, -7.4591], [-4.7612, -1.4830, -5.7989], [-1.3451, 0.1425, -6.4132], [-2.0593, -1.3084, -5.6174], [-2.3980, -0.9391, -7.3020], [-2.7605, 2.3030, -6.4184], [-3.4557, 1.4354, -7.8051], [-4.5147, 2.1148, -6.5556], [-1.2038, 1.9408, -5.1675], [1.4617, 1.4410, -4.8392], [-1.3824, -3.6190, 7.9864], [-0.3640, -4.0996, 7.0780], [-0.1254, -5.5383, 7.0864], [1.0176, -5.8477, 8.0163], [1.2654, -7.1790, 8.1792], [2.1707, -5.2499, 7.5529], [0.7833, -5.3119, 9.2628], [0.1902, -3.2536, 6.1674], [0.6872, -3.7016, 4.9062], [1.0064, -2.7959, 3.9032], [1.0043, -1.3876, 4.1431], [1.4611, -0.4331, 3.1652], [2.2816, 0.6664, 3.5767], [2.3611, 1.9001, 2.8527], [3.0341, 3.0030, 3.3540], [3.6925, 2.9435, 4.6237], [4.2537, 4.0257, 5.2196], [5.1753, 3.8643, 6.3319], [3.8080, 5.3913, 4.9731], [2.6966, 5.7288, 5.9268], [2.3046, 7.0359, 5.9171], [1.5980, 4.9457, 5.6394], [3.0528, 5.4257, 7.2230], [3.7200, 1.6897, 5.2960], [3.0873, 0.5882, 4.7727], [0.6066, -0.9636, 5.4513], [0.1899, -1.8500, 6.4236], [-2.0699, -2.9192, 7.4792], [-1.9709, -4.4744, 8.3402], [-0.9380, -3.0973, 8.8520], [-1.0137, -6.0334, 7.4984], [0.1403, -5.9071, 6.0945], [0.7217, -4.7658, 4.6837], [1.3574, -3.1370, 2.9225], [1.1950, -0.5322, 2.1165], [1.8027, 1.9685, 1.9117], [3.0890, 3.9182, 2.7582], [5.8128, 2.9900, 6.1622], [5.8083, 4.7551, 6.4157], [4.6464, 3.7146, 7.2842], [4.6427, 6.0704, 5.1868], [3.4306, 5.5073, 3.9521], [4.2219, 1.6076, 6.2641], [3.1848, -0.3681, 5.2974], [0.6420, 0.0990, 5.6981], [-0.1589, -1.4833, 7.3943]],
  "forces_ev_per_a": [[-0.256, -0.049, -0.286], [-0.224, 0.079, 0.281], [-0.334, -0.119, 0.053], [0.319, 0.117, 0.079], [-0.359, 0.152, -0.058], [0.611, 0.258, 0.544], [-0.323, -0.618, -0.326], [0.585, 0.114, -0.123], [-0.379, -0.008, 0.140], [-0.637, 0.019, 0.303], [-0.287, 0.585, -0.152], [0.163, -0.240, 0.024], [0.258, 0.027, 0.104], [-0.018, -0.700, 0.604], [0.033, 0.483, -0.941], [0.375, -0.033, 0.753], [-0.612, -0.777, -0.730], [-0.093, 0.223, 0.090], [0.166, -0.202, 0.324], [-0.298, 0.262, 0.839], [0.680, 0.527, -0.360], [-1.930, 0.015, -0.412], [0.753, -0.888, -1.630], [0.504, -0.057, 2.217], [0.037, -0.003, -0.690], [0.257, -0.322, -0.171], [0.537, -0.239, -0.215], [-0.739, 0.318, -0.332], [-0.044, -0.071, 0.374], [-0.065, -0.792, -0.041], [-0.234, 0.218, 0.088], [-0.289, 0.072, -0.221], [0.583, -0.060, 0.138], [-0.017, 0.444, -0.084], [0.342, 0.390, 0.003], [-0.245, -0.364, 0.276], [0.082, 0.050, -0.027], [-0.293, 0.218, 0.173], [-0.257, -0.122, 0.002], [0.353, -0.212, -0.303], [0.067, 0.198, -0.147], [0.322, 0.278, -0.179], [-0.385, 0.438, -0.449], [-0.182, -0.057, 0.043], [0.044, 0.276, 0.226], [0.211, 0.052, -0.076], [-0.066, 0.033, -0.187], [0.242, -0.147, -0.031], [0.106, 0.139, 0.189], [-0.014, 0.052, -0.160], [-0.029, 0.166, 0.243], [-0.011, -0.210, 0.051], [-0.057, 0.284, 0.062], [-0.099, 0.039, -0.159], [0.391, -0.143, -0.498], [0.189, 0.109, -0.269], [0.020, -0.202, -0.055], [-0.087, 0.019, 0.450], [-0.063, 0.095, -0.166], [0.115, 0.097, 0.204], [-0.063, -0.247, 0.038], [-0.137, 0.113, 0.029], [-0.106, -0.335, -0.029], [0.169, -0.030, -0.130], [0.114, -0.076, -0.090], [-0.271, 0.243, 0.302], [0.137, 0.083, 0.269], [0.225, 0.234, -0.097], [-0.158, 0.121, -0.368], [-0.102, 0.226, -0.100], [-0.141, -0.035, -0.218], [0.161, -0.123, 0.055], [-0.116, 0.044, 0.189], [0.244, -0.032, 0.049], [-0.139, -0.144, -0.124], [-0.030, -0.062, 0.297], [-0.174, -0.164, -0.181], [0.025, 0.222, -0.231], [0.155, 0.315, -0.317], [0.309, -0.100, 0.023], [0.209, -0.296, 0.157], [0.233, -0.231, 0.049], [0.028, 0.141, 0.291], [-0.059, 0.202, -0.137], [-0.107, -0.258, 0.197], [0.131, 0.171, -0.030], [0.059, 0.200, 0.337], [-0.134, -0.036, -0.124], [0.004, -0.036, 0.213], [0.207, -0.035, -0.062], [0.189, -0.121, 0.167], [-0.159, -0.153, 0.164], [-0.274, 0.626, 0.671], [0.017, -0.561, -0.483], [-0.205, 0.294, -0.030], [1.519, 0.158, 1.195], [-0.393, 1.469, -0.354], [-1.014, -0.736, 0.447], [0.213, -0.651, -1.167], [-0.041, 0.348, -0.450], [0.025, 0.418, -0.496], [-0.068, 0.074, 0.256], [0.115, -0.164, 0.198], [0.777, 0.574, 1.413], [-0.006, -0.311, 0.111], [0.005, 0.279, 0.197], [-0.242, -0.434, -0.291], [-0.612, -0.168, 0.043], [0.093, 0.226, -0.427], [0.192, -0.409, 0.571], [0.475, -0.128, -0.285], [-1.651, 0.013, 1.395], [0.576, -1.531, -0.269], [0.927, 0.902, 0.303], [-0.419, 0.474, -1.231], [0.199, -0.334, -0.050], [-0.507, 0.085, 0.064], [0.416, -0.040, 0.068], [-0.148, -0.140, -0.264], [0.319, -0.292, 0.110], [0.215, 0.353, 0.009], [-0.285, -0.297, -0.179], [0.249, -0.068, -0.446], [-0.261, -0.181, 0.240], [0.113, 0.350, -0.017], [-0.293, -0.079, 0.401], [0.029, -0.100, -0.042], [0.299, 0.100, 0.382], [-0.183, -0.390, 0.227], [-0.024, 0.302, -0.062], [-0.201, -0.245, -0.046], [0.206, 0.110, -0.211], [-0.237, -0.056, -0.359], [0.230, 0.205, 0.302], [-0.134, -0.074, -0.527], [-0.157, 0.385, -0.227], [-0.180, -0.274, -0.177], [0.205, -0.094, -0.494]],
  "mulliken_charge": [-1.665, 2.036, -1.860, -1.888, 0.021, -0.400, -1.601, -0.050, -0.672, 2.495, -1.725, -1.776, -2.064, -0.184, 1.467, 0.508, -0.986, 0.200, -0.468, -0.480, -0.749, 0.973, -0.615, -0.603, -0.642, -0.551, 2.194, -0.715, 0.079, 2.807, -2.301, -1.854, 0.005, 0.278, -1.485, -0.557, 0.286, 1.945, -1.500, -1.591, -1.673, -1.414, -1.131, 0.243, 0.577, 0.050, 0.328, 0.496, 0.437, 0.318, 0.465, 0.422, 0.473, 0.566, 0.559, 0.218, 0.603, 0.459, 0.366, 0.323, 0.439, 0.425, 0.527, 0.233, 0.583, 0.417, 0.616, 0.420, 0.532, 0.467, 0.415, 0.482, 0.274, 0.379, 0.454, -2.536, 1.199, 0.091, 0.500, 0.288, 0.411, 0.363, 0.478, 0.231, 0.308, 0.116, 0.609, 0.290, 0.435, 0.338, 0.489, 0.626, -1.222, 0.228, -0.946, 1.026, -0.255, -0.269, -0.263, 1.301, -0.817, -0.941, -0.213, -0.386, 0.102, -0.085, -0.786, 1.302, 0.064, -1.246, -0.959, 1.042, -0.255, -0.252, -0.263, -0.385, -1.159, -0.650, -0.527, 0.467, 0.344, 0.340, 0.350, 0.251, 0.222, 0.500, 0.906, 0.295, 0.330, 0.461, 0.302, 0.410, 0.390, 0.230, 0.507, 0.621, 0.571, 0.419],
  "gap_ev": 3.291,
  "homo_ev": -8.15,
  "charge": 1
}